(1)
Below is C5H10O2 in the gas phase, with properties calculated with the ωB97M-V functional and the def2-TZVPD basis.

Values from the calculation:
HOMO ... -9.04 eV
SMILES string ... COC(C)(C)C=O
DFT total energy ... -9438.675 eV
Gap between HOMO and LUMO ... 9.78 eV
Energy above the lowest of the compared OMol25 structures with the same formula, charge and spin ... 100.7 kcal per mole
Lowest unoccupied orbital energy ... 0.7 eV

Geometry as ORCA input:
```
! RIJCOSX wB97M-V def2-TZVPD def2/J DEFGRID3
* xyz 0 1
C 1.785 0.923 -0.871
O 0.997 0.851 0.271
C -0.343 -0.218 0.409
C -1.461 0.795 0.647
C -0.467 -1.064 -0.852
C 0.141 -0.890 1.569
O 1.011 -1.132 2.303
H 2.621 1.605 -0.679
H 2.228 -0.054 -1.137
H 1.227 1.300 -1.745
H -2.422 0.285 0.669
H -1.397 1.527 -0.153
H -1.336 1.311 1.596
H -1.365 -1.678 -0.807
H -0.540 -0.386 -1.700
H 0.388 -1.726 -0.973
H -1.066 -1.449 1.452
*
```

---

(2)
Below is CH4IN3 in the gas phase, with properties calculated with the ωB97M-V functional and the def2-TZVPD basis.

Values from the calculation:
HOMO (alpha / beta) ... -6.36 / -9.58 eV
DFT total energy ... -13666.841 eV
Gap between HOMO and LUMO (alpha / beta) ... 7.12 / 6.84 eV
Energy above the lowest of the compared OMol25 structures with the same formula, charge and spin ... 23.9 kcal per mole
Lowest unoccupied orbital energy (alpha / beta) ... 0.8 / -2.7 eV

Geometry as ORCA input:
```
! RIJCOSX wB97M-V def2-TZVPD def2/J DEFGRID3
* xyz 0 3
C 0.529 0.009 -1.591
N -0.122 -0.346 -0.309
N 0.239 0.287 0.690
N -0.396 -0.317 1.972
I -1.504 1.235 2.788
H 0.374 1.123 -1.714
H 0.273 -0.704 -2.288
H 1.558 -0.158 -1.272
H -0.950 -1.128 1.724
*
```

---

(3)
Below is a molecular structure, C25H29N5O5S2, with properties calculated with the ωB97M-V functional and the def2-TZVPD basis.

Values from the calculation:
HOMO ... -7.81 eV
DFT total energy ... -65755.946 eV
Gap between HOMO and LUMO ... 8.25 eV
Energy above the lowest of the compared OMol25 structures with the same formula, charge and spin ... 18.0 kcal per mole
Lowest unoccupied orbital energy ... 0.4 eV

Geometry as ORCA input:
```
! RIJCOSX wB97M-V def2-TZVPD def2/J DEFGRID3
* xyz 0 1
C 0.013 4.748 5.915
C 0.408 3.704 4.883
O -0.111 4.118 3.634
C 0.096 3.343 2.541
C -0.464 3.808 1.348
C -0.309 3.099 0.180
C 0.411 1.906 0.161
C 0.958 1.438 1.348
C 0.810 2.150 2.529
H 1.253 1.754 3.429
H 1.514 0.511 1.370
C 0.491 1.132 -1.130
N -0.736 0.400 -1.395
C -1.265 0.500 -2.644
O -0.937 1.377 -3.426
C -2.230 -0.551 -3.000
C -2.009 -1.922 -3.019
N -0.924 -2.586 -2.556
H -0.050 -2.089 -2.440
H -0.891 -3.564 -2.815
C -3.163 -2.571 -3.558
N -4.148 -1.771 -3.920
S -3.778 -0.214 -3.683
C -3.267 -4.030 -3.744
O -2.360 -4.801 -3.468
N -4.450 -4.431 -4.251
H -4.608 -5.404 -4.447
H -5.140 -3.737 -4.484
C -1.278 -0.461 -0.361
C -2.752 -0.280 -0.220
C -3.724 -1.232 -0.198
C -5.023 -0.691 -0.067
C -5.017 0.663 0.009
S -3.426 1.311 -0.069
H -5.850 1.331 0.104
H -5.917 -1.287 -0.040
H -3.521 -2.284 -0.287
H -0.782 -0.180 0.574
H -1.061 -1.518 -0.556
H 0.583 1.837 -1.970
C 1.662 0.151 -1.245
O 1.510 -0.994 -1.628
N 2.867 0.696 -0.988
H 2.895 1.613 -0.568
C 4.054 -0.117 -0.898
H 4.907 0.428 -1.308
H 3.865 -1.010 -1.497
C 4.346 -0.523 0.565
C 5.367 -1.664 0.631
H 5.868 -1.651 1.598
C 4.482 -2.911 0.498
H 4.496 -3.296 -0.520
C 3.072 -2.406 0.864
H 2.653 -2.908 1.738
O 3.195 -1.030 1.198
H 2.378 -2.519 0.023
H 4.807 -3.705 1.167
H 6.115 -1.591 -0.155
H 4.649 0.363 1.133
H -0.754 3.463 -0.734
H -1.021 4.731 1.371
H 1.502 3.620 4.827
H -0.006 2.723 5.156
H 0.394 4.465 6.892
H 0.420 5.716 5.639
H -1.070 4.829 5.964
*
```

---

(4)
Below is C3H6F2 in the gas phase, with properties calculated with the ωB97M-V functional and the def2-TZVPD basis.

Values from the calculation:
HOMO ... -10.83 eV
SMILES string ... CCC(F)F
DFT total energy ... -8639.957 eV
Gap between HOMO and LUMO ... 11.89 eV
Energy above the lowest of the compared OMol25 structures with the same formula, charge and spin ... 82.2 kcal per mole
Lowest unoccupied orbital energy ... 1.1 eV

Geometry as ORCA input:
```
! RIJCOSX wB97M-V def2-TZVPD def2/J DEFGRID3
* xyz 0 1
C -1.299 0.010 0.016
C -0.002 -0.493 -0.429
C 1.050 0.186 0.398
F 2.237 -0.386 -0.085
F 0.954 1.334 -0.317
H -2.354 -0.010 -0.784
H -1.312 -0.418 1.053
H -1.228 1.211 0.383
H 0.334 -1.621 -0.290
H 0.737 -0.192 -1.400
H 0.884 0.378 1.455
*
```

---

(5)
Below is 3 unconnected molecules or ions with the total composition C15H31N6O5S2, with properties calculated with the ωB97M-V functional and the def2-TZVPD basis.

Values from the calculation:
HOMO ... -11.03 eV
DFT total energy ... -56893.579 eV
Gap between HOMO and LUMO ... 6.77 eV
Lowest unoccupied orbital energy ... -4.3 eV

Geometry as ORCA input:
```
! RIJCOSX wB97M-V def2-TZVPD def2/J DEFGRID3
* xyz 1 1
S 5.665 -2.813 1.567
N 4.626 -3.304 0.289
N 5.001 -4.021 -0.723
N 3.958 -4.223 -1.485
C 2.928 -3.598 -0.916
N 3.307 -3.016 0.187
C 2.499 -2.239 1.140
C 2.442 -0.739 0.789
C 1.019 -0.225 0.560
C 0.598 -0.140 -0.902
S 0.122 -1.704 -1.680
C -0.848 -2.551 -0.526
N -0.657 -2.741 0.724
N -1.700 -3.512 1.174
C -2.431 -3.745 0.159
O -1.975 -3.175 -0.955
H 5.778 -4.024 2.144
H 1.957 -3.626 -1.364
H 1.527 -2.700 1.265
H 3.016 -2.339 2.085
H 2.822 -0.196 1.645
H 3.097 -0.481 -0.034
H 1.010 0.797 0.924
H 0.307 -0.761 1.171
H 1.447 0.190 -1.487
H -0.154 0.627 -1.024
H -3.308 -4.353 0.214
C 0.821 1.742 3.772
O -0.534 1.638 3.385
C -1.275 0.714 4.177
C -2.104 1.413 5.230
O -1.289 2.056 6.195
C -1.177 3.456 5.998
H 1.243 2.619 3.281
H 0.935 1.857 4.851
H 1.376 0.851 3.444
H -0.604 -0.013 4.645
H -1.943 0.171 3.501
H -2.704 0.665 5.756
H -2.789 2.128 4.764
H -2.103 3.959 6.295
H -0.948 3.703 4.959
H -0.367 3.815 6.631
C -2.254 3.590 -4.595
O -1.405 2.625 -3.991
C -2.044 1.382 -3.759
C -1.677 0.351 -4.805
O -2.179 0.693 -6.082
C -1.205 1.263 -6.941
H -1.627 4.410 -4.941
H -2.793 3.175 -5.449
H -2.971 3.979 -3.865
H -3.130 1.505 -3.712
H -1.704 1.023 -2.780
H -2.130 -0.607 -4.526
H -0.591 0.213 -4.839
H -0.518 0.491 -7.304
H -0.637 2.051 -6.442
H -1.728 1.694 -7.792
*
```

---

(6)
Below is C6H10O in the gas phase, with properties calculated with the ωB97M-V functional and the def2-TZVPD basis.

Values from the calculation:
HOMO ... -9.85 eV
SMILES string ... C#CC(C)(C)OC
DFT total energy ... -8429.293 eV
Gap between HOMO and LUMO ... 10.87 eV
Energy above the lowest of the compared OMol25 structures with the same formula, charge and spin ... 44.9 kcal per mole
Lowest unoccupied orbital energy ... 1.0 eV

Geometry as ORCA input:
```
! RIJCOSX wB97M-V def2-TZVPD def2/J DEFGRID3
* xyz 0 1
C 0.384 2.431 -0.465
C 0.423 1.260 -0.185
C 0.348 -0.185 0.119
C 1.649 -0.891 -0.264
C 0.052 -0.395 1.610
O -0.626 -0.826 -0.704
C -1.850 -0.184 -0.983
H 0.336 3.464 -0.731
H 1.509 -1.962 -0.097
H 2.495 -0.541 0.333
H 1.860 -0.728 -1.324
H 0.900 -0.064 2.220
H -0.112 -1.461 1.792
H -0.835 0.162 1.927
H -2.218 -0.640 -1.905
H -2.601 -0.329 -0.194
H -1.714 0.890 -1.150
*
```

---

(7)
Below is a molecular structure, C12H30F4Li3N2O14S4, with properties calculated with the ωB97M-V functional and the def2-TZVPD basis.

Values from the calculation:
HOMO (alpha / beta) ... -13.34 / -13.34 eV
DFT total energy ... -99377.468 eV
Gap between HOMO and LUMO (alpha / beta) ... 5.90 / 2.54 eV
Lowest unoccupied orbital energy (alpha / beta) ... -7.4 / -10.8 eV

Geometry as ORCA input:
```
! RIJCOSX wB97M-V def2-TZVPD def2/J DEFGRID3
* xyz 2 2
Li 12.610 -20.725 14.070
Li 12.185 -17.758 14.557
Li 12.259 -15.987 16.290
N 12.473 -18.868 13.076
S 13.764 -18.911 12.224
O 14.076 -17.996 11.151
O 14.424 -20.208 12.287
F 14.670 -18.172 13.320
S 11.641 -19.160 11.665
O 11.623 -20.485 11.076
O 11.385 -18.058 10.749
F 10.237 -19.224 12.420
N 12.515 -17.928 16.550
S 13.673 -18.801 16.854
O 13.682 -20.046 16.093
O 14.236 -18.904 18.212
F 14.684 -17.798 16.079
S 11.542 -18.834 17.689
O 11.642 -18.521 19.059
O 11.105 -20.131 17.193
F 10.214 -18.011 17.300
C 13.669 -16.790 21.546
O 13.065 -17.240 22.773
C 11.761 -16.680 22.900
C 10.895 -17.440 23.937
O 11.479 -17.621 25.220
C 10.487 -18.299 25.940
H 13.605 -15.702 21.550
H 13.209 -17.235 20.664
H 14.711 -17.109 21.566
H 11.130 -16.897 22.038
H 11.777 -15.598 23.036
H 10.406 -18.319 23.516
H 10.065 -16.778 24.186
H 10.346 -19.309 25.555
H 9.623 -17.720 26.266
H 10.962 -18.560 26.886
C 14.654 -24.313 21.446
O 15.701 -24.037 20.510
C 15.564 -22.659 20.066
C 14.620 -22.423 18.911
O 13.306 -22.894 19.007
C 12.431 -22.038 19.783
H 13.649 -24.289 21.024
H 14.682 -23.698 22.346
H 14.728 -25.337 21.813
H 16.558 -22.352 19.742
H 15.420 -21.941 20.873
H 15.019 -22.941 18.038
H 14.608 -21.403 18.525
H 11.422 -22.436 19.671
H 12.474 -20.973 19.553
H 12.707 -22.111 20.835
C 10.768 -13.700 17.376
O 11.174 -15.061 17.582
C 12.037 -15.131 18.732
C 13.476 -14.549 18.403
O 13.921 -15.103 17.240
C 15.362 -14.909 16.971
H 10.074 -13.540 16.551
H 11.635 -13.097 17.107
H 10.363 -13.276 18.296
H 12.125 -16.210 18.859
H 11.690 -14.637 19.639
H 14.222 -14.669 19.188
H 13.423 -13.467 18.285
H 15.933 -15.032 17.892
H 15.607 -13.900 16.641
H 15.667 -15.668 16.250
*
```

---

(8)
Below is C6H5BClN3OS in the gas phase, with properties calculated with the ωB97M-V functional and the def2-TZVPD basis.

Values from the calculation:
HOMO ... -8.75 eV
SMILES string ... NB(O)c1cc(Cl)c2nsnc2c1
DFT total energy ... -36847.570 eV
Gap between HOMO and LUMO ... 6.76 eV
Lowest unoccupied orbital energy ... -2.0 eV

Geometry as ORCA input:
```
! RIJCOSX wB97M-V def2-TZVPD def2/J DEFGRID3
* xyz 0 1
N 2.858 -1.385 1.009
B 2.282 -0.007 0.610
O 3.163 1.210 0.508
C 0.676 0.108 0.253
C 0.180 1.527 -0.470
C -1.421 1.690 -0.886
Cl -2.030 3.246 -1.741
C -2.469 0.475 -0.548
N -3.953 0.304 -0.787
S -4.424 -1.269 -0.096
N -2.930 -1.994 0.537
C -1.946 -0.891 0.193
C -0.369 -1.112 0.584
H 3.788 -1.409 0.492
H 2.252 -2.062 0.458
H 3.377 1.239 -0.487
H 0.922 2.419 -0.713
H 0.043 -2.089 1.084
*
```

---

(9)
Below is 2 unconnected molecules or ions with the total composition C4H12N2, with properties calculated with the ωB97M-V functional and the def2-TZVPD basis.

Values from the calculation:
HOMO ... -8.47 eV
SMILES string ... C=CN.CCN
DFT total energy ... -7321.719 eV
Gap between HOMO and LUMO ... 9.52 eV
Energy above the lowest of the compared OMol25 structures with the same formula, charge and spin ... 30.2 kcal per mole
Lowest unoccupied orbital energy ... 1.0 eV

Geometry as ORCA input:
```
! RIJCOSX wB97M-V def2-TZVPD def2/J DEFGRID3
* xyz 0 1
C 2.955 2.243 1.389
C 2.277 1.236 1.918
N 1.592 1.296 3.145
H 3.170 3.142 1.953
H 3.479 2.182 0.435
H 2.070 0.336 1.349
H 1.549 2.221 3.554
H 1.771 0.538 3.779
C -2.688 -1.999 -1.835
C -1.377 -1.325 -2.224
N -1.022 -0.178 -1.339
H -2.803 -2.957 -2.331
H -2.821 -2.204 -0.764
H -3.543 -1.373 -2.100
H -0.572 -2.046 -2.189
H -1.573 -0.847 -3.180
H -1.884 0.274 -1.058
H -0.580 -0.540 -0.501
*
```

---

(10)
Below is 2 unconnected molecules or ions with the total composition C5H14, with properties calculated with the ωB97M-V functional and the def2-TZVPD basis.

Values from the calculation:
HOMO ... -10.95 eV
SMILES string ... CCC.CC
DFT total energy ... -5410.377 eV
Gap between HOMO and LUMO ... 12.05 eV
Energy above the lowest of the compared OMol25 structures with the same formula, charge and spin ... 38.6 kcal per mole
Lowest unoccupied orbital energy ... 1.1 eV

Geometry as ORCA input:
```
! RIJCOSX wB97M-V def2-TZVPD def2/J DEFGRID3
* xyz 0 1
C -0.529 -1.485 -2.185
C 0.367 -2.083 -1.149
C 1.040 -1.070 -0.132
H -0.038 -0.866 -2.973
H -1.083 -2.214 -2.805
H -1.331 -0.836 -1.870
H -0.397 -2.626 -0.558
H 1.197 -2.579 -1.725
H 0.471 -0.038 -0.057
H 0.971 -1.495 0.860
H 2.105 -0.890 -0.480
C 0.036 2.343 0.958
C -0.613 1.734 2.268
H 0.710 1.537 0.569
H -0.669 2.475 0.277
H 0.548 3.357 1.124
H -0.077 1.097 2.827
H -1.561 1.189 2.117
H -1.146 2.450 2.935
*
```

---

(11)
Below is 3 unconnected molecules or ions with the total composition C3H8ClN4S, with properties calculated with the ωB97M-V functional and the def2-TZVPD basis.

Values from the calculation:
HOMO ... -12.91 eV
DFT total energy ... -32546.643 eV
Gap between HOMO and LUMO ... 9.07 eV
Energy above the lowest of the compared OMol25 structures with the same formula, charge and spin ... 0.0 kcal per mole
Lowest unoccupied orbital energy ... -3.8 eV

Geometry as ORCA input:
```
! RIJCOSX wB97M-V def2-TZVPD def2/J DEFGRID3
* xyz 1 1
C -3.882 -0.717 -0.094
C -1.244 2.401 1.218
C 2.080 -2.119 -0.661
N -3.016 -0.232 -0.667
N -0.734 1.139 0.946
N 0.161 -0.405 -0.444
N -0.427 0.357 0.177
S 0.334 -1.820 -1.151
Cl 3.805 0.638 -1.265
H -4.675 -1.082 0.365
H -1.390 2.910 0.224
H -2.312 2.303 1.548
H -0.679 2.958 2.017
H 2.448 -3.041 -1.154
H 2.084 -2.365 0.376
H 2.614 -1.179 -0.880
H 4.834 0.252 -0.557
*
```

---

(12)
Below is 2 unconnected molecules or ions with the total composition C3H6N2O2, with properties calculated with the ωB97M-V functional and the def2-TZVPD basis.

Values from the calculation:
HOMO ... -9.43 eV
DFT total energy ... -10275.981 eV
Gap between HOMO and LUMO ... 10.21 eV
Energy above the lowest of the compared OMol25 structures with the same formula, charge and spin ... 203.3 kcal per mole
Lowest unoccupied orbital energy ... 0.8 eV

Geometry as ORCA input:
```
! RIJCOSX wB97M-V def2-TZVPD def2/J DEFGRID3
* xyz 0 1
C -0.056 -0.745 0.434
C -0.831 1.222 -0.311
C -0.542 0.587 -1.653
H 2.485 -0.123 0.863
H 0.559 -2.049 1.619
H -0.594 2.284 0.093
H -1.670 0.732 0.178
H -0.175 1.053 -2.634
H -1.167 -0.161 -2.088
N 0.516 -0.676 1.933
N 0.422 0.211 -0.381
O 2.018 -0.797 1.653
O -0.965 -1.539 0.293
*
```